Entry 1:
DFT (ωB97M-V/def2-TZVPD) results for 2 unconnected molecules or ions with the total composition C4H10O2P.

Last column: Mulliken spin population.
Atoms and positions in Å:
C1 3.06461 -3.28885 -1.03133  0.8643
C2 -1.31654 1.34240 -1.81707  0.0076
C3 0.06978 1.30260 0.42759  0.0099
C4 -1.12142 0.88296 -0.40330  0.1889
O1 0.92053 -0.69353 -1.71882  0.0790
O2 -0.15897 -2.03938 0.11796  0.0465
P1 -0.38370 -0.96837 -0.94219  0.6910
H1 2.85699 -2.11627 -1.10770  0.0254
H2 3.48423 -3.82168 -0.27044  0.0624
H3 -2.06267 2.14125 -1.89453  0.0090
H4 -0.41572 1.58383 -2.33580  0.0009
H5 -1.80444 0.50188 -2.43990  -0.0458
H6 -0.03289 2.29685 0.98921  0.0224
H7 0.97288 1.33445 -0.13801  -0.0060
H8 0.14779 0.64937 1.32786  0.0046
H9 -1.98289 0.76105 0.14470  -0.0045
H10 2.24421 -3.87851 -1.35902  0.0443

Results
* expectation value of S²: 2.01
* ΔE to the lowest compared entry with this formula, charge and spin: 0.0 kcal per mole
* gap between HOMO and LUMO (alpha / beta): 6.51 / 8.30 eV
* multiplicity: 3
* charge: -1


Entry 2:
DFT (ωB97M-V/def2-TZVPD) results for 7 unconnected molecules or ions with the total composition C18H48ClO10.

Last column: Mulliken charge in e.
Atoms and positions in Å:
Cl1 -1.80408 0.59984 0.30697  1.7460
O1 -2.37450 1.18106 -0.88570  -0.6645
O2 -2.64354 -0.46166 0.93457  -0.6621
O3 -0.50508 -0.01328 0.06271  -0.4958
O4 -1.60021 1.69447 1.25747  -0.7958
C1 -0.25544 0.67774 -3.51875  -0.7516
C2 0.26589 -0.70284 -3.60232  0.8673
C3 -0.45621 -1.38998 -4.81980  -1.4968
O5 1.64945 -0.74966 -3.78036  -0.6146
H1 -0.10673 1.28377 -4.41246  0.3490
H2 0.23625 1.25609 -2.73653  -0.1959
H3 -1.29895 0.69112 -3.20407  0.3167
H4 0.02055 -1.14118 -2.63497  0.0338
H5 -0.19836 -2.44342 -4.92881  0.3846
H6 -0.23617 -0.87915 -5.75721  0.3982
H7 -1.53410 -1.34942 -4.66298  0.3207
H8 2.07987 -0.42502 -2.98604  0.6522
C4 3.40726 0.53495 3.18470  -1.1016
C5 1.90341 0.98365 3.50120  0.4984
C6 1.60081 2.40364 2.89632  -1.3551
O6 0.96888 0.06530 2.95313  -0.2692
H9 3.56870 -0.41828 3.68807  0.4177
H10 4.12123 1.24089 3.60895  0.4164
H11 3.48793 0.46447 2.09997  -0.0637
H12 1.70090 0.91489 4.57001  0.2827
H13 2.56135 2.91728 2.93677  0.4293
H14 0.98071 2.95797 3.60079  0.3500
H15 1.26233 2.57199 1.87397  0.2267
H16 0.42087 0.51340 2.30469  0.0801
C7 0.87721 3.98735 -0.97114  -0.6317
C8 -0.47278 4.53178 -1.28977  0.3428
C9 -1.04368 3.97030 -2.55961  -1.1294
O7 -1.20344 4.40066 -0.08931  -0.6077
H17 1.33916 4.50479 -0.13032  0.3477
H18 1.56259 4.01941 -1.81809  0.4351
H19 0.75056 2.91740 -0.80601  -0.2649
H20 -0.47330 5.60039 -1.50467  0.3202
H21 -0.43214 4.33663 -3.38418  0.4236
H22 -1.97897 4.42912 -2.88029  0.4283
H23 -1.26558 2.90313 -2.55442  -0.0118
H24 -1.31949 3.45807 0.05097  0.3142
C10 -0.77418 -2.52133 3.35682  -0.7490
C11 -2.10568 -2.35536 4.14236  0.5534
C12 -2.21860 -1.10915 4.95430  -1.2567
O8 -3.19121 -2.33129 3.23895  -0.5439
H25 -0.79141 -1.84142 2.50503  0.0286
H26 -0.65599 -3.59150 3.18695  0.2972
H27 0.13215 -2.20936 3.87580  0.2654
H28 -2.31587 -3.20341 4.79407  0.2818
H29 -3.20634 -0.84229 5.33014  0.3509
H30 -1.91381 -0.19826 4.43903  0.1432
H31 -1.48440 -1.16330 5.75811  0.3693
H32 -2.87018 -1.99471 2.39915  0.2674
C13 4.88104 -0.42266 -1.26587  -1.7899
C14 3.73345 0.33273 -0.60743  1.0266
C15 3.90850 1.74609 -0.24602  -1.1364
O9 2.73643 0.20494 -1.51712  -0.4373
H33 4.94699 -0.21083 -2.33305  0.3642
H34 4.91195 -1.47169 -0.97145  0.3444
H35 5.82681 0.03660 -0.97829  0.4434
H36 3.43184 -0.27497 0.24570  0.1003
H37 3.05709 2.16580 0.28973  0.0822
H38 4.18433 2.42187 -1.05555  0.3802
H39 4.69459 1.89772 0.49370  0.4457
H40 1.99011 0.50327 -0.99215  -0.0909
C16 -3.14077 -2.86966 -2.00260  -1.0356
C17 -3.16817 -3.73808 -0.73931  1.1788
C18 -4.27349 -4.78918 -0.67693  -1.5907
O10 -1.99630 -4.31472 -0.35027  -0.6326
H41 -2.50960 -1.98267 -2.05731  0.0908
H42 -4.18984 -2.59885 -2.12175  0.3237
H43 -2.88090 -3.46917 -2.87505  0.3201
H44 -3.39738 -3.03365 0.06028  -0.1277
H45 -4.16055 -5.39732 0.22058  0.3880
H46 -4.13710 -5.47984 -1.50909  0.3770
H47 -5.22737 -4.29494 -0.86113  0.3551
H48 -1.38931 -3.63708 -0.04374  0.3436

Results
* ΔE to the lowest compared entry with this formula, charge and spin: 36.3 kcal per mole
* gap between HOMO and LUMO: 9.85 eV
* multiplicity: 1
* charge: -1


Entry 3:
DFT (ωB97M-V/def2-TZVPD) results for 2 unconnected molecules or ions with the total composition C13H15F3O4.

Last column: natural (NBO) charge in e.
Atoms and positions in Å:
O1 -1.97892 3.33800 -3.20175  -0.5232
C1 -2.73311 2.78000 -2.39406  0.9766
O2 -3.74317 3.30551 -1.53420  -0.5102
C2 -3.43293 2.63712 -0.25749  -0.1135
C3 -2.75916 1.22473 -0.67470  0.0573
C4 -3.85819 0.08104 -0.41458  -0.4434
C5 -3.34862 -1.16674 0.44183  -0.0780
O3 -2.23881 -1.86251 -0.19440  -0.5381
C6 -1.26426 -2.29213 0.77454  -0.1406
C7 -0.03547 -2.92310 -0.07457  0.9733
F1 -0.29060 -4.30327 -0.30928  -0.3254
F2 1.22447 -2.71914 0.56009  -0.3360
F3 0.03420 -2.17898 -1.29837  -0.3268
O4 -2.69666 1.35266 -2.12957  -0.5180
H1 -4.26239 2.64213 0.53018  0.2125
H2 -2.66093 3.36471 0.19666  0.1849
H3 -1.76998 1.20757 -0.11003  0.2078
H4 -4.73860 0.56439 0.15642  0.2167
H5 -4.27642 -0.23326 -1.44199  0.2528
H6 -4.22489 -1.92399 0.47604  0.1925
H7 -3.13130 -0.91048 1.54947  0.1793
H8 -1.67854 -3.05050 1.51962  0.2072
H9 -0.84310 -1.36700 1.30754  0.1966
C8 5.70392 0.96021 0.77060  -0.2151
C9 4.79840 1.34525 -0.21318  -0.2133
C10 3.65559 0.58557 -0.44374  -0.2134
C11 3.41320 -0.55484 0.31683  -0.2231
C12 4.31707 -0.93760 1.30311  -0.2044
C13 5.46450 -0.18300 1.52744  -0.2185
H10 6.59658 1.55087 0.94782  0.2118
H11 4.98397 2.23801 -0.80149  0.2124
H12 2.95310 0.88229 -1.21537  0.2142
H13 2.52218 -1.14284 0.14077  0.2240
H14 4.12723 -1.82588 1.89715  0.2099
H15 6.17161 -0.48481 2.29268  0.2112

Results
* SMILES: O=C1OC[C@@H](CCOCC(F)(F)F)O1.c1ccccc1
* gap between HOMO and LUMO: 9.68 eV
* multiplicity: 1


Number 1: F_max 4.4 eV/Å. Number 2: F_max 3.0 eV/Å. Number 3: F_max 5.2 eV/Å.